Record 1
{"formula": "C31H23BrInN4S", "method": "ωB97M-V with the def2-TZVPD basis set", "symbols": ["In", "C", "C", "C", "C", "C", "Br", "N", "C", "H", "H", "H", "H", "H", "H", "C", "C", "C", "C", "C", "C", "H", "H", "H", "H", "H", "S", "C", "C", "C", "N", "C", "C", "C", "C", "C", "N", "C", "C", "H", "H", "H", "H", "H", "H", "H", "H", "N", "C", "C", "C", "C", "C", "C", "C", "C", "C", "H", "H", "H", "H"], "xyz": [[-0.884, 0.866, -0.845], [1.461, 5.608, 0.952], [0.117, 4.951, 0.888], [-1.093, 5.492, 1.411], [-2.303, 4.825, 1.154], [-2.307, 3.603, 0.463], [-3.942, 2.733, -0.017], [-1.135, 3.045, 0.060], [0.042, 3.744, 0.197], [1.453, 6.534, 1.536], [1.798, 5.850, -0.051], [2.220, 4.945, 1.376], [-1.058, 6.404, 1.989], [-3.262, 5.294, 1.403], [0.919, 3.301, -0.261], [-2.640, 0.481, -5.510], [-2.433, 1.740, -4.962], [-2.038, 1.877, -3.651], [-1.785, 0.747, -2.864], [-2.006, -0.526, -3.397], [-2.507, -0.641, -4.702], [-2.906, 0.472, -6.552], [-2.553, 2.628, -5.618], [-1.941, 2.876, -3.229], [-1.825, -1.404, -2.798], [-2.786, -1.646, -5.060], [-1.963, -3.318, 4.310], [-1.708, -2.206, 2.982], [-2.735, -1.931, 2.028], [-2.549, -0.968, 1.040], [-1.335, -0.413, 0.880], [-0.328, -0.694, 1.734], [-0.475, -1.575, 2.794], [-2.107, -4.792, 3.395], [-0.961, -5.435, 2.903], [-1.086, -6.530, 2.073], [-2.286, -7.055, 1.767], [-3.405, -6.483, 2.217], [-3.361, -5.329, 2.996], [-3.681, -2.448, 2.087], [-3.353, -0.610, 0.406], [0.585, -0.143, 1.600], [0.331, -1.748, 3.468], [0.009, -5.026, 3.129], [-0.217, -6.981, 1.529], [-4.361, -6.922, 1.887], [-4.313, -4.902, 3.313], [9.072, -0.533, -0.809], [7.924, -0.373, -0.694], [6.541, -0.157, -0.674], [5.994, 0.772, 0.222], [4.642, 1.032, 0.171], [3.852, 0.420, -0.812], [4.424, -0.527, -1.685], [5.753, -0.838, -1.599], [2.453, 0.649, -0.828], [1.219, 0.819, -0.820], [6.662, 1.276, 0.906], [4.158, 1.695, 0.890], [3.780, -0.991, -2.449], [6.221, -1.533, -2.266]], "mulliken_charge": [1.20, -1.35, 0.54, -0.44, -0.48, 0.14, -0.08, -0.24, -0.39, 0.37, 0.35, 0.31, 0.43, 0.40, 0.55, -0.46, -0.47, -0.26, 0.34, -0.44, -0.57, 0.39, 0.33, 0.32, 0.39, 0.34, -0.09, 0.51, -0.87, -0.14, -0.30, -0.01, -0.71, 0.27, -0.23, -0.36, -0.53, -0.36, -0.12, 0.34, 0.48, 0.44, 0.51, 0.40, 0.33, 0.35, 0.43, -0.46, -0.03, 0.66, -0.71, -0.48, 0.32, -0.49, -0.63, 1.64, -2.18, 0.45, 0.45, 0.43, 0.48], "total_energy_ev": -124523.92722, "charge": 1, "orbital_gap_ha": 0.282, "spin_multiplicity": 1, "de_lowest_ev": 0.000}

Record 2
{"formula": "C31H23F2N5O7S2Zr", "method": "ωB97M-V with the def2-TZVPD basis set", "symbols": ["Zr", "O", "C", "O", "C", "C", "C", "C", "C", "N", "C", "O", "O", "H", "H", "H", "H", "H", "F", "C", "C", "C", "C", "C", "F", "C", "C", "C", "C", "C", "C", "N", "H", "H", "H", "H", "H", "H", "O", "C", "N", "S", "O", "O", "C", "C", "C", "C", "C", "C", "H", "H", "H", "H", "C", "C", "C", "C", "N", "C", "S", "N", "C", "H", "H", "H", "H", "H", "H", "H", "H"], "xyz": [[-0.206, -0.354, 0.773], [-4.034, 0.242, 2.946], [-2.805, 0.181, 2.511], [-2.467, -0.310, 1.446], [-1.779, 0.758, 3.421], [-2.028, 1.326, 4.660], [-0.947, 1.803, 5.385], [0.333, 1.691, 4.855], [0.480, 1.104, 3.610], [-0.558, 0.653, 2.910], [1.759, 0.829, 2.882], [2.915, 1.223, 3.329], [1.701, 0.192, 1.838], [-4.647, -0.156, 2.303], [-3.039, 1.383, 5.039], [-1.097, 2.252, 6.358], [1.181, 2.048, 5.424], [2.872, 1.729, 4.153], [0.196, -3.499, 5.453], [-0.230, -3.425, 4.189], [0.033, -2.275, 3.462], [-0.389, -2.159, 2.145], [-1.066, -3.247, 1.552], [-1.341, -4.363, 2.344], [-2.045, -5.392, 1.848], [-0.934, -4.481, 3.657], [-1.458, -3.146, 0.130], [-1.895, -4.204, -0.664], [-2.221, -3.978, -1.989], [-2.110, -2.703, -2.523], [-1.642, -1.702, -1.703], [-1.322, -1.917, -0.419], [0.591, -1.497, 3.970], [-1.161, -5.368, 4.232], [-1.972, -5.195, -0.255], [-2.558, -4.802, -2.604], [-2.364, -2.495, -3.552], [-1.514, -0.688, -2.058], [1.381, -1.753, -0.038], [1.838, -0.894, -0.832], [1.071, 0.185, -1.051], [1.890, 1.327, -1.942], [1.218, 1.516, -3.196], [2.134, 2.486, -1.133], [3.339, 0.331, -2.141], [4.496, 0.623, -2.828], [5.493, -0.348, -2.824], [5.326, -1.556, -2.154], [4.153, -1.832, -1.461], [3.162, -0.868, -1.469], [4.632, 1.565, -3.341], [6.419, -0.158, -3.351], [6.120, -2.289, -2.173], [4.011, -2.767, -0.938], [-0.014, 5.463, -3.199], [-0.657, 4.168, -2.850], [-1.324, 3.353, -3.725], [-1.779, 2.116, -3.268], [-1.658, 1.743, -1.986], [-1.053, 2.557, -1.143], [-0.921, 2.229, 0.549], [-0.548, 3.739, -1.575], [-2.395, 1.126, -4.196], [-0.243, 5.743, -4.223], [1.070, 5.369, -3.098], [-0.349, 6.258, -2.532], [-1.444, 3.645, -4.757], [-0.002, 4.275, -0.911], [-2.720, 1.587, -5.125], [-3.235, 0.630, -3.713], [-1.642, 0.371, -4.437]], "mulliken_charge": [-1.05, -0.47, -0.01, -0.49, 0.40, -0.73, -0.97, -0.92, 0.71, 1.13, 0.37, -0.42, -0.24, 0.42, 0.63, 0.49, 0.38, 0.31, -0.33, 0.11, -0.63, 1.94, -0.08, 0.71, -0.33, -0.90, 0.51, -1.19, -0.55, -0.81, -0.16, 0.49, 0.56, 0.55, 0.62, 0.46, 0.51, 0.36, -0.49, 1.34, 0.41, 1.04, -0.61, -0.66, 0.54, -0.69, -0.68, -0.61, -0.54, -0.70, 0.52, 0.44, 0.45, 0.59, -1.41, 0.92, -1.11, 1.10, -0.12, -0.24, -0.62, 0.21, -1.29, 0.40, 0.35, 0.37, 0.43, 0.30, 0.46, 0.32, 0.26], "total_energy_ev": -82682.05839, "charge": 2, "orbital_gap_ha": 0.245, "spin_multiplicity": 1, "de_lowest_ev": 0.000}

Record 3
{"formula": "C31H23N11O2ReS", "method": "ωB97M-V with the def2-TZVPD basis set", "symbols": ["Re", "C", "C", "N", "C", "C", "N", "C", "C", "C", "C", "C", "N", "C", "C", "N", "C", "C", "N", "C", "C", "C", "N", "C", "C", "H", "H", "H", "H", "H", "H", "H", "H", "H", "H", "H", "H", "S", "C", "N", "N", "C", "C", "C", "C", "C", "C", "N", "N", "C", "C", "C", "C", "C", "C", "H", "H", "H", "H", "H", "H", "H", "H", "H", "H", "H", "O", "N", "O"], "xyz": [[-0.613, -0.709, 0.697], [-0.628, -0.763, 5.072], [-1.027, -0.519, 3.764], [-0.175, -0.682, 2.748], [1.101, -1.054, 3.042], [1.461, -1.300, 4.361], [0.603, -1.158, 5.358], [1.999, -1.214, 1.890], [3.360, -1.423, 1.926], [4.075, -1.500, 0.723], [3.366, -1.496, -0.483], [2.001, -1.292, -0.460], [1.360, -1.085, 0.708], [1.108, -1.234, -1.624], [1.499, -1.495, -2.935], [0.649, -1.432, -3.945], [-0.613, -1.129, -3.680], [-1.046, -0.897, -2.382], [-0.192, -0.944, -1.358], [5.547, -1.462, 0.718], [6.307, -2.199, -0.184], [7.686, -2.025, -0.180], [8.286, -1.181, 0.643], [7.577, -0.472, 1.505], [6.196, -0.583, 1.585], [-1.317, -0.654, 5.899], [-2.034, -0.207, 3.528], [2.454, -1.642, 4.620], [3.878, -1.516, 2.869], [3.887, -1.602, -1.422], [2.518, -1.770, -3.174], [-1.297, -1.083, -4.518], [-2.081, -0.680, -2.161], [5.853, -2.912, -0.859], [8.325, -2.575, -0.860], [8.125, 0.206, 2.148], [5.639, 0.029, 2.282], [-3.013, -0.588, 0.667], [-3.082, 0.928, -0.256], [-4.141, 1.292, -0.959], [-5.218, 0.598, -0.890], [-6.278, 0.750, -1.771], [-6.197, 1.647, -2.845], [-7.239, 1.710, -3.744], [-8.357, 0.895, -3.580], [-8.441, 0.020, -2.502], [-7.406, -0.059, -1.594], [-2.023, 1.725, -0.299], [-0.902, 1.360, 0.207], [0.075, 2.393, 0.247], [-0.275, 3.714, -0.068], [0.676, 4.713, -0.035], [1.991, 4.425, 0.309], [2.345, 3.123, 0.626], [1.396, 2.116, 0.601], [-5.285, -0.151, -0.195], [-5.311, 2.256, -2.945], [-7.191, 2.389, -4.584], [-9.167, 0.940, -4.295], [-9.318, -0.599, -2.380], [-7.455, -0.741, -0.753], [-1.298, 3.939, -0.327], [0.392, 5.726, -0.284], [2.736, 5.207, 0.338], [3.367, 2.889, 0.890], [1.695, 1.109, 0.844], [0.507, -3.422, 1.942], [-0.371, -3.768, 1.195], [-1.047, -2.884, 0.581]], "mulliken_charge": [0.50, -0.48, 0.00, 0.22, 0.38, -0.27, -0.53, 0.58, -0.85, 0.21, -0.99, 0.05, 0.12, 0.67, -0.34, -0.52, -0.52, -0.01, 0.15, 0.32, -0.57, -0.46, -0.54, -0.49, -0.53, 0.41, 0.44, 0.44, 0.83, 0.67, 0.46, 0.41, 0.39, 0.51, 0.39, 0.39, 0.47, -0.54, 0.16, -0.60, 0.49, 0.76, -0.22, -0.63, -0.45, -0.63, -0.45, -0.66, 0.72, 0.34, -0.65, -0.72, -0.56, -0.85, 0.56, 0.32, 0.43, 0.39, 0.40, 0.39, 0.36, 0.46, 0.41, 0.43, 0.47, 0.32, -0.24, 0.14, -0.27], "total_energy_ev": -65954.15271, "charge": 2, "orbital_gap_ha": [0.221, 0.192], "spin_multiplicity": 4, "de_lowest_ev": 0.701}

| no. | F_max (eV/A) |
| --- | --- |
| 1 | 3.60 |
| 2 | 0.39 |
| 3 | 2.89 |